# C17H21ClF16NO9P

A cluster of 3 separate species, C17H21ClF16NO9P in total (the ωB97M-V functional and the def2-TZVPD basis, the OMol25 dataset).

Positions of all 66 atoms, in Å:
N  3.1932  1.6420  -6.4721
C  2.7156  2.0669  -5.0828
P  0.9530  1.3575  -4.9480
O  0.5692  0.7545  -3.5384
O  2.9410  3.5230  -5.1353
C  4.4411  3.5808  -5.1477
O  5.2436  4.6082  -5.4761
O  5.0307  2.2713  -4.7141
C  3.8592  1.6953  -3.9703
Cl  3.8266  2.8749  -2.4931
C  3.9922  0.1557  -3.4020
O  4.1835  0.2258  -1.9461
C  3.0000  -0.2265  -1.1979
O  2.7159  0.7963  -0.1796
C  1.2913  1.1376  -0.0992
C  0.9196  2.6517  -0.6637
O  -0.4115  3.0571  -0.1461
H  3.2643  0.5891  -6.5411
H  2.5529  2.0276  -7.2132
H  0.6888  0.3112  -5.9424
H  0.0012  2.4241  -5.2802
H  5.0112  -0.2654  -3.8593
H  3.1524  -0.5752  -3.7613
H  3.3349  -1.2170  -0.6207
H  2.0871  -0.5410  -1.8590
H  0.5655  0.3177  -0.5604
H  1.0095  1.1662  1.0613
H  0.8640  2.7099  -1.8381
H  1.7284  3.4692  -0.3444
H  -0.2825  3.9549  0.2801
C  -0.6897  1.0486  6.3189
C  -2.0962  0.4330  6.3798
C  -2.2347  -0.9332  5.7171
F  -1.9119  -0.9152  4.4054
F  -3.5210  -1.3711  5.7857
F  -2.9928  1.3242  5.8798
F  -2.4176  0.2926  7.7057
O  -0.4461  1.9798  5.2588
C  -0.1236  1.3961  3.9977
C  -1.2082  1.6155  2.9357
F  -2.4211  1.1726  3.3529
F  -0.9198  0.9370  1.7927
F  0.1837  0.0896  4.1838
F  1.0347  1.9939  3.5984
H  -0.5741  1.6457  7.2320
H  0.1015  0.2924  6.3869
H  -1.6087  -1.6770  6.2156
H  -1.3060  2.6770  2.6906
C  -2.9545  -2.6537  1.4333
C  -1.5009  -3.0209  1.0967
C  -0.9534  -2.3934  -0.1805
F  -1.6672  -2.7285  -1.2776
F  0.3198  -2.8127  -0.4130
F  -1.3773  -4.3747  1.0812
F  -0.7244  -2.5926  2.1429
O  -3.9604  -3.5840  1.0175
C  -4.3659  -3.4734  -0.3458
C  -3.9562  -4.6813  -1.1976
F  -2.6218  -4.9178  -1.1305
F  -4.2483  -4.4774  -2.5102
F  -3.9195  -2.2945  -0.8428
F  -5.7251  -3.3717  -0.3205
H  -3.0270  -2.6521  2.5281
H  -3.2046  -1.6263  1.1431
H  -0.9303  -1.3037  -0.1044
H  -4.4734  -5.5864  -0.8663

- LUMO energy: 0.000 Eh
- Max |F|: 10.1 eV Å⁻¹
- DFT total energy: -3791.4445 hartree
- SMILES: N[C@]1([PH2]=O)OC(=O)O[C@]1(Cl)COCOCCO.FC(F)C(F)(F)COC(F)(F)C(F)F.FC(F)C(F)(F)COC(F)(F)C(F)F

---

# C44H40Cl5NO2P2RhS

A structure of composition C44H40Cl5NO2P2RhS (the ωB97M-V functional and the def2-TZVPD basis, the OMol25 dataset).

Positions of all 96 atoms, in Å:
Rh  -1.3118  1.6499  0.7278
Cl  -2.6890  -0.3565  3.6892
C  -3.2934  1.2252  3.2705
C  -2.7593  1.8929  2.1826
C  -3.2984  3.1333  1.9246
Cl  -2.5520  3.9149  0.5287
C  -4.3065  3.7434  2.6452
Cl  -4.8902  5.2958  2.2117
C  -4.8214  3.0422  3.7364
Cl  -6.0689  3.7404  4.6855
C  -4.3109  1.7801  4.0511
Cl  -4.9404  0.9250  5.4011
C  3.4699  -2.1980  -4.2447
S  1.8293  -2.2468  -4.9953
C  1.4123  -0.4808  -5.0420
C  0.5495  -0.0202  -3.8744
C  1.2543  -0.1878  -2.5397
N  0.4185  0.2441  -1.3973
P  -0.7520  -0.6319  -0.6390
C  -0.7014  -2.2398  -1.4489
C  -1.6718  -2.5885  -2.3827
C  -1.5972  -3.8096  -3.0404
C  -0.5569  -4.6820  -2.7670
C  0.4100  -4.3441  -1.8267
C  0.3366  -3.1318  -1.1669
C  -2.3783  0.0512  -0.8538
C  -3.3614  -0.1501  0.1206
C  -4.6476  0.3385  -0.0901
C  -4.9500  1.0184  -1.2549
C  -3.9746  1.2105  -2.2342
C  -2.6944  0.7336  -2.0425
P  0.4680  1.8098  -0.6663
C  0.5914  2.9831  -2.0316
C  1.7969  3.2361  -2.6863
C  1.8234  4.0786  -3.7867
C  0.6532  4.6823  -4.2287
C  -0.5442  4.4562  -3.5638
C  -0.5756  3.6114  -2.4645
C  2.1049  1.8318  0.1101
C  2.8759  0.6816  0.2598
C  4.0906  0.7364  0.9299
C  4.5355  1.9361  1.4645
C  3.7633  3.0832  1.3333
C  2.5530  3.0325  0.6602
H  3.8473  -3.2191  -4.2541
H  3.4502  -1.8443  -3.2138
H  4.1433  -1.5778  -4.8340
H  0.8788  -0.3137  -5.9773
H  2.3413  0.0907  -5.0991
H  -0.3717  -0.6101  -3.8642
H  0.2745  1.0296  -4.0160
H  2.1656  0.4151  -2.5094
H  1.5490  -1.2273  -2.4053
H  -2.4936  -1.9165  -2.5974
H  -2.3570  -4.0773  -3.7620
H  -0.4983  -5.6312  -3.2825
H  1.2177  -5.0296  -1.6072
H  1.0845  -2.8810  -0.4222
H  -3.1343  -0.7068  1.0193
H  -5.4003  0.1936  0.6735
H  -5.9501  1.3994  -1.4134
H  -4.2205  1.7351  -3.1481
H  -1.9351  0.8797  -2.8005
H  2.7145  2.7801  -2.3350
H  2.7584  4.2709  -4.2959
H  0.6786  5.3439  -5.0844
H  -1.4505  4.9469  -3.8933
H  -1.5059  3.4417  -1.9364
H  2.5360  -0.2640  -0.1446
H  4.6861  -0.1608  1.0371
H  5.4811  1.9785  1.9885
H  4.1038  4.0185  1.7572
H  1.9544  3.9317  0.5635
C  2.2567  -4.1112  5.9581
C  1.6573  -3.1898  4.9366
C  2.0177  -1.8528  4.8741
C  1.4717  -0.9816  3.9407
C  1.8946  0.4617  4.0041
C  0.5543  -1.5031  3.0005
C  0.1517  -2.8576  3.0574
C  -0.9016  -3.4737  2.1698
C  0.7111  -3.6631  4.0329
C  0.0094  -0.5936  1.9931
O  -0.0858  0.6127  2.1168
O  -0.4021  -1.2209  0.8455
H  2.8698  -3.5681  6.6745
H  2.8837  -4.8615  5.4732
H  1.4771  -4.6433  6.5039
H  2.7352  -1.4650  5.5871
H  2.7264  0.5653  4.6987
H  1.0735  1.0886  4.3523
H  2.2013  0.8527  3.0353
H  -1.7821  -2.8374  2.0779
H  -1.2183  -4.4230  2.5969
H  -0.5300  -3.6655  1.1633
H  0.3915  -4.6965  4.0999

- LUMO energy (alpha / beta): -0.091 / -0.091 Eh
- Max |F|: 0.6 eV Å⁻¹
- Energy above the lowest of the compared OMol25 structures with the same formula, charge and spin: 9.9 kcal/mol
- DFT total energy: -5398.2014 hartree
- Net charge: +1

---

# C18H29N3O3S

The molecule C18H29N3O3S (the ωB97M-V functional and the def2-TZVPD basis, the OMol25 dataset).

Positions of all 54 atoms, in Å:
C  -3.8258  -3.6441  -0.4399
H  -3.2262  -4.5370  -0.2847
H  -4.0945  -3.5882  -1.4920
H  -4.7340  -3.7216  0.1511
C  -3.0284  -2.4171  -0.0071
N  -3.8366  -1.2190  -0.0080
S  -3.6392  -0.1397  1.2316
O  -3.3169  -0.8849  2.4124
O  -4.7956  0.7110  1.2522
C  -2.2243  0.8805  0.8027
C  -2.4009  2.2294  0.5795
C  -1.3029  3.0151  0.2665
C  -0.0387  2.4521  0.1510
C  0.1108  1.0575  0.3142
C  -0.9842  0.2849  0.6759
H  -0.8695  -0.7706  0.8478
N  1.3731  0.5199  0.0682
C  1.7584  -0.7903  0.0459
O  1.0313  -1.7203  0.3080
C  3.2335  -0.9349  -0.3223
H  3.4201  -0.3217  -1.2081
C  3.6095  -2.4068  -0.5654
H  2.7592  -3.0277  -0.2780
H  3.8373  -2.6022  -1.6120
C  4.7998  -2.6944  0.3506
C  4.5623  -1.7610  1.5320
H  3.7542  -2.1500  2.1524
C  4.1183  -0.4669  0.8556
H  4.9903  0.0667  0.4733
H  3.5853  0.1944  1.5389
H  5.4468  -1.6242  2.1524
H  5.7353  -2.4305  -0.1467
H  4.8504  -3.7412  0.6441
H  2.0334  1.2133  -0.2624
N  1.1275  3.1951  -0.1592
C  1.9903  3.4362  0.9877
H  1.6179  4.2599  1.6116
H  2.9889  3.6972  0.6335
H  2.0518  2.5449  1.6080
C  0.9315  4.3980  -0.9407
H  1.8988  4.6997  -1.3450
H  0.2584  4.1834  -1.7681
H  0.5309  5.2372  -0.3570
H  -1.4350  4.0760  0.1235
H  -3.3892  2.6486  0.6747
C  -4.3271  -0.6782  -1.2516
C  -3.2411  -0.2408  -2.2355
H  -2.6403  -1.0895  -2.5532
H  -2.5859  0.4997  -1.7830
H  -3.7074  0.1964  -3.1147
H  -4.9432  0.1768  -0.9687
H  -4.9734  -1.4232  -1.7255
H  -2.7044  -2.5436  1.0265
H  -2.1407  -2.3045  -0.6433

- LUMO energy: 0.018 Eh
- Max |F|: 1.1 eV Å⁻¹
- Energy above the lowest of the compared OMol25 structures with the same formula, charge and spin: 21.2 kcal/mol
- DFT total energy: -1491.4712 hartree
- SMILES: CCN(CC)S(=O)(=O)c1ccc(N(C)C)c(NC(=O)C2CCCC2)c1

---

Which value of DFT total energy does entry 2 give? -5398.2014 hartree

---

Look up the max |F| of the second one. 0.6 eV Å⁻¹